# 1
Below is a molecular structure, C11H27AlCl2N2OP2 at a distorted geometry, with properties calculated with wB97M-V/def2-TZVPD.

The geometry in XYZ format:
```
46
Properties=species:S:1:pos:R:3:forces:R:3:mulliken_charge:R:1
C 1.0822 -0.0672 -3.6629 -1.14 -0.05 -1.52 -1.10
C 1.3097 0.0361 -2.2078 7.30 0.38 1.51 0.71
H 2.0656 -0.0216 -4.2065 -0.79 -0.03 0.82 0.43
H 0.4022 0.7251 -4.0092 0.22 0.03 0.18 0.30
H 0.5278 -0.9824 -3.9153 0.23 0.00 0.21 0.27
O 2.3692 0.1230 -1.6499 -6.01 -0.37 -1.29 -0.19
Cl -2.7220 -0.2539 -2.5387 1.38 0.07 -0.62 -0.24
Al -1.0018 -0.0965 -1.2555 -2.85 -0.18 2.22 0.31
P -0.3266 2.1828 -0.8763 0.77 2.87 0.28 1.03
C 1.1110 2.7613 0.0795 0.47 -0.77 0.24 -1.12
C -0.1199 3.2304 -2.3521 -0.16 -0.58 -0.63 -1.26
H -0.0735 4.2742 -2.0214 0.00 -0.26 -0.11 0.50
H -1.4236 4.2149 -0.1311 0.17 -0.38 -0.14 0.48
H -0.9684 3.0934 -3.0335 0.15 0.15 0.06 0.39
H -2.6078 2.8877 -0.3956 0.10 0.15 0.10 0.40
H 2.0267 2.2956 -0.2976 0.00 0.23 0.17 0.33
H 0.8046 2.9764 -2.8837 -0.11 0.16 0.05 0.40
C -1.6186 3.1415 -0.0009 -0.87 -0.80 0.18 -1.27
H 1.1779 3.8532 -0.0061 -0.12 -0.28 -0.19 0.46
H -1.6065 2.8924 1.0652 0.00 -0.05 -0.23 0.33
H 0.9993 2.4943 1.1346 0.03 0.04 -0.31 0.24
P -0.0691 -2.2534 -0.7254 1.13 -2.75 0.33 1.08
C 1.4225 -2.6429 0.2489 0.33 0.82 0.17 -1.19
C -1.2510 -3.3160 0.1909 -0.89 0.79 0.07 -1.17
H -0.5039 -3.1808 -2.9318 0.08 -0.21 0.03 0.39
H 0.2516 -4.3588 -1.8144 0.06 0.17 -0.16 0.49
H 1.2467 -3.0915 -2.5928 -0.11 -0.12 0.04 0.41
C 0.2651 -3.3234 -2.1655 -0.22 0.57 -0.51 -1.36
H -2.2600 -3.1837 -0.2071 0.05 -0.14 0.09 0.39
H -0.9373 -4.3614 0.0919 0.12 0.31 -0.13 0.50
H 1.5451 -3.7304 0.2943 -0.12 0.17 -0.29 0.44
H 1.3246 -2.2571 1.2656 0.04 -0.12 -0.26 0.32
H -1.2640 -3.0356 1.2477 0.00 0.06 -0.19 0.25
H 2.2982 -2.1743 -0.2093 0.03 -0.20 0.16 0.35
Cl -2.3863 -0.1165 0.5492 0.30 0.04 -0.44 -0.33
C 0.8625 0.8184 4.2066 1.02 0.66 0.00 -0.81
N -0.0765 0.1112 3.3422 -0.21 -0.30 -0.21 0.10
C -1.2527 -0.5494 3.9274 -0.70 -0.44 -0.55 -0.72
C 0.1859 0.0174 2.0669 0.84 0.31 -1.48 0.22
N 0.4949 -0.0094 0.9242 -0.43 0.11 2.07 -0.59
H 0.5716 0.7222 5.2577 0.00 -0.08 -0.41 0.31
H 0.9127 1.8837 3.9455 -0.23 -0.17 0.17 0.31
H 1.8804 0.4310 4.0685 -0.27 -0.09 0.20 0.33
H -2.1708 -0.1808 3.4482 0.27 0.06 0.33 0.28
H -1.2271 -1.6337 3.7343 0.15 0.32 0.32 0.28
H -1.2703 -0.3453 5.0007 0.01 -0.11 -0.33 0.33
```
Positions in Å, forces in eV/Å.

Results
* net charge: +2
* calculated total energy: -67077.871 eV
* molecular weight: 363.2 g/mol
* max |F|: 0.145 Eh/bohr
* gap between HOMO and LUMO (alpha / beta): 4.396 / 4.398 eV

# 2
Below is a molecular structure, C11H27Cl2N2OP2Sc at a distorted geometry, with properties calculated with wB97M-V/def2-TZVPD.

The geometry in XYZ format:
```
46
Properties=species:S:1:pos:R:3:forces:R:3:mulliken_charge:R:1
C -1.6497 2.7553 -1.9019 1.21 1.88 0.48 -0.94
C -1.3163 1.3226 -1.4945 -5.94 -3.90 -3.32 0.73
H -2.4083 2.7950 -2.7036 0.25 -0.74 0.39 0.41
H -0.7375 3.2694 -2.2459 -0.18 -0.33 0.09 0.25
H -1.9917 3.3788 -1.0467 0.15 -0.75 -0.14 0.28
O -1.9824 0.3658 -1.7798 4.40 3.90 2.07 -0.16
Cl 1.0078 2.9752 1.7010 -0.69 0.41 -0.58 -0.26
Sc 0.4788 1.1715 0.4068 2.25 -1.06 3.42 -0.48
P 1.6062 0.7063 -1.9167 1.08 -0.97 -3.16 1.16
C 1.3280 -0.8464 -2.8736 -0.63 0.03 0.57 -1.10
C 1.6734 1.8909 -3.3068 -0.33 0.40 0.42 -1.28
H 2.5223 1.5906 -3.9436 -0.48 0.27 0.15 0.49
H 3.9622 0.6412 -2.5608 -0.35 0.00 0.18 0.42
H 1.8370 2.8968 -2.8890 0.05 -0.19 -0.43 0.40
H 3.7351 1.1656 -0.8431 0.22 -0.21 -0.26 0.42
H 0.3117 -0.8458 -3.2950 0.37 -0.19 0.00 0.35
H 0.7279 1.8633 -3.8689 0.37 0.10 0.01 0.39
C 3.4097 0.4712 -1.6270 0.11 0.32 1.22 -1.24
H 2.0856 -0.8872 -3.6744 -0.34 0.08 0.32 0.44
H 3.5655 -0.5508 -1.2635 -0.04 0.28 0.00 0.32
H 1.4457 -1.7093 -2.1999 -0.07 0.28 -0.36 0.30
P -1.7018 0.6402 1.8696 -1.37 0.25 1.06 1.32
C -2.7357 -0.8451 1.7399 0.16 -0.25 -0.56 -1.01
C -1.0316 0.3955 3.5584 0.77 0.08 -0.26 -1.25
H -2.5349 2.9063 2.0558 -0.34 -0.25 0.20 0.35
H -3.3550 1.7671 3.2017 -0.03 0.20 -0.53 0.46
H -3.7976 1.7688 1.4402 0.20 0.19 0.34 0.38
C -2.9852 1.9080 2.1719 0.23 0.22 -0.31 -1.28
H -0.1770 1.0618 3.7190 -0.20 -0.14 0.19 0.35
H -1.8293 0.6068 4.2810 0.20 -0.09 -0.19 0.43
H -3.3713 -0.9155 2.6298 0.08 0.08 -0.19 0.44
H -2.1096 -1.7394 1.6703 -0.17 0.14 0.06 0.08
H -0.6927 -0.6423 3.6527 -0.01 0.23 0.06 0.32
H -3.3539 -0.7850 0.8401 -0.07 -0.13 0.14 0.36
Cl 2.3890 0.0897 1.6141 -0.84 0.37 -0.82 -0.33
C 2.2200 -3.4311 1.2761 0.59 0.22 -0.11 -0.74
N 0.8052 -3.1352 0.9513 0.50 0.52 -0.29 0.10
C -0.1790 -4.2040 1.0401 -1.24 -0.53 0.16 -0.80
C 0.4275 -1.9930 0.4715 -0.63 0.73 0.21 0.29
N -0.0163 -0.9621 0.1092 0.78 -1.53 -0.07 -0.26
H 2.2462 -4.4713 1.6060 0.08 0.27 -0.05 0.31
H 2.5994 -2.7757 2.0707 -0.25 -0.20 -0.26 0.32
H 2.8601 -3.3204 0.3858 -0.29 -0.07 0.33 0.29
H -0.9485 -3.9732 1.8091 0.52 -0.20 -0.43 0.29
H -0.6803 -4.3406 0.0679 0.20 -0.09 0.40 0.33
H 0.3388 -5.1292 1.3235 -0.27 0.36 -0.16 0.32
```
Positions in Å, forces in eV/Å.

Results
* net charge: +2
* calculated total energy: -81181.007 eV
* molecular weight: 381.2 g/mol
* max |F|: 0.153 Eh/bohr
* gap between HOMO and LUMO (alpha / beta): 4.427 / 4.134 eV

# 3
Below is a molecular structure, C11H27ClHfN4O10 at a distorted geometry, with properties calculated with wB97M-V/def2-TZVPD.

The geometry in XYZ format:
```
54
Properties=species:S:1:pos:R:3:forces:R:3:mulliken_charge:R:1
C -22.3168 44.8064 17.3171 0.86 0.03 -0.33 -1.30
C -21.6903 43.5309 17.8675 0.31 -0.84 -0.24 -0.23
C -21.7790 42.4423 16.7891 0.29 -0.32 0.32 -0.73
N -21.2356 41.0589 17.1729 -0.61 -0.12 -0.13 0.21
C -19.8430 41.1276 17.7102 -0.55 0.82 0.50 -1.14
C -22.1613 40.4083 18.2013 1.15 -0.94 0.23 -0.49
C -23.1760 39.5892 17.4196 -0.60 -0.25 0.31 -0.53
C -22.8523 39.7586 15.9299 -0.68 0.84 0.63 -0.76
C -21.3905 40.1636 15.9458 0.46 -0.58 0.66 -0.20
H -21.7534 45.6551 17.7226 -0.59 0.12 0.23 0.37
H -23.3892 44.8537 17.4724 0.03 0.20 0.22 0.37
H -22.1262 44.8978 16.2401 -0.10 -0.09 0.02 0.38
H -22.1446 43.2136 18.8073 -0.23 0.06 -0.09 0.29
H -20.6235 43.6286 18.0882 -0.06 0.51 -0.04 0.38
H -21.1639 42.7149 15.9316 -0.22 0.23 -0.09 0.42
H -22.8026 42.2462 16.4792 -0.02 0.27 -0.05 0.20
H -19.4270 40.1457 17.9109 -0.19 -0.14 -0.20 0.40
H -19.9648 41.6622 18.6512 0.35 -0.15 0.14 0.49
H -19.1843 41.7407 17.0988 -0.15 -0.15 -0.35 0.33
H -21.5573 39.6701 18.7376 0.29 0.29 0.00 0.33
H -22.4463 41.1173 18.9721 -0.45 0.25 -0.41 0.35
H -23.0496 38.5331 17.6684 0.06 0.09 0.15 0.34
H -24.2036 39.8112 17.7063 0.00 0.20 -0.31 0.34
H -23.1321 38.8392 15.4260 0.43 0.10 -0.43 0.44
H -23.4566 40.5790 15.5394 -0.01 -0.22 -0.33 0.32
H -20.7690 39.2983 16.1950 0.05 -0.03 -0.25 0.11
H -21.0006 40.6690 15.0666 -0.07 0.09 0.01 0.40
Hf -16.8872 35.6315 13.7086 1.07 0.89 7.24 2.18
Cl -17.4455 36.9879 17.4557 -3.57 2.14 2.84 1.66
O -17.5969 35.9419 18.3935 1.04 -0.55 -0.55 -0.53
O -17.0628 36.3927 16.1352 0.89 -1.14 -3.84 -0.20
O -18.7441 37.5789 17.2233 0.78 -0.40 -0.81 -0.60
O -16.5501 38.0038 17.8650 0.96 -0.71 -0.79 -0.50
C -17.1390 32.0203 16.6581 0.14 -0.10 -0.01 -0.68
N -17.9057 33.2594 16.2892 -1.31 -1.65 0.02 0.68
O -17.5028 33.9392 15.2635 1.60 2.28 -3.45 -0.52
O -18.9558 33.4515 16.7523 0.11 0.76 0.12 -0.22
H -17.2190 31.3210 15.8225 0.15 0.34 -0.33 0.36
H -17.6916 31.5560 17.4703 0.22 0.34 0.37 0.35
H -16.1138 32.3161 16.8565 0.05 -0.18 0.13 0.31
C -13.6822 36.2492 19.3922 -0.19 0.63 -0.25 -0.60
N -13.0892 37.1455 18.3633 0.66 -0.13 1.28 0.94
O -12.6161 36.6676 17.3500 -0.35 -0.07 -0.64 -0.45
O -13.0258 38.3259 18.6071 -0.27 0.34 -0.43 -0.38
H -14.7563 36.4101 19.2733 0.03 -0.52 0.01 0.19
H -13.4187 36.6511 20.3697 0.28 -0.12 -0.04 0.33
H -13.2934 35.2565 19.1887 -0.26 -0.12 0.16 0.30
C -14.3681 39.4642 15.2530 -0.56 -0.11 0.88 -0.53
N -14.3392 38.2893 14.3338 1.32 0.97 -0.34 0.82
O -15.3540 37.5000 14.3265 -2.62 -2.37 -0.76 -0.54
O -13.3977 38.1342 13.6657 -0.04 -0.69 -0.44 -0.31
H -15.1192 40.1734 14.9084 0.10 -0.02 -0.32 0.31
H -13.3597 39.8606 15.2846 0.01 0.06 -0.19 0.35
H -14.6858 39.1068 16.2326 0.05 -0.11 -0.01 0.16
```
Positions in Å, forces in eV/Å.

Results
* net charge: +4
* calculated total energy: -52040.934 eV
* molecular weight: 589.3 g/mol
* max |F|: 0.143 Eh/bohr
* gap between HOMO and LUMO: 1.472 eV

# 4
Below is a molecular structure, C11H27ClIN2P2PdS at a distorted geometry, with properties calculated with wB97M-V/def2-TZVPD.

The geometry in XYZ format:
```
46
Properties=species:S:1:pos:R:3:forces:R:3:mulliken_spin:R:1
C -1.9894 1.1881 -0.5924 -3.42 -3.66 -1.00 0.65
I 1.8417 2.2161 1.4013 2.77 -0.53 1.03 1.05
H -2.3682 1.2015 -1.6679 0.81 0.36 0.98 0.06
H -2.3596 1.9465 0.0791 -0.59 -0.55 -0.30 0.02
H -2.5599 0.1741 -0.4343 0.75 1.58 0.27 0.01
Pd 0.0537 -1.2675 -1.7092 -0.25 1.81 1.27 0.06
P 0.0019 1.8822 -1.1756 -0.11 2.69 -2.05 0.41
C -0.4148 3.1848 0.0832 -1.02 -0.01 1.35 0.17
C 1.5524 2.7407 -1.8831 1.40 -0.17 0.00 0.22
H 1.3202 3.7987 -2.0741 -0.27 -0.30 0.29 0.02
H -0.6614 3.7226 -2.7317 0.35 -0.37 0.01 0.00
H 1.8337 2.3140 -2.8559 -0.33 -0.20 0.31 0.00
H -0.6555 2.0940 -3.5159 0.09 0.31 0.20 0.00
H 0.2065 3.2805 1.0152 -0.41 0.45 -0.60 0.05
H 2.4530 2.7299 -1.2589 -0.25 -0.20 -0.15 -0.01
C -0.9099 2.6620 -2.6108 -0.82 -0.06 -0.47 0.02
H -0.3909 4.1675 -0.3431 0.20 0.59 -0.48 -0.01
H -2.0049 2.6465 -2.5374 0.33 -0.02 0.09 0.01
H -1.4069 3.0366 0.5511 0.82 0.55 -0.47 0.00
P 0.1046 -3.4324 -1.3904 -0.33 3.14 -0.29 0.01
C -0.2982 -3.9194 0.2838 -0.51 -1.14 -0.05 0.01
C -1.1525 -3.3128 -2.7361 0.61 -1.51 -0.27 0.00
H 1.9840 -2.5577 -2.6159 0.01 -0.49 0.00 0.00
H 2.2192 -4.2496 -1.9474 0.63 0.50 -0.13 0.00
H 2.3804 -2.7912 -0.8827 -0.13 -0.26 0.13 0.00
C 1.8663 -3.2214 -1.7445 -0.17 -1.54 -0.42 0.00
H -0.7594 -2.5874 -3.4963 -0.16 -0.88 0.35 0.00
H -1.2319 -4.3455 -3.1503 -0.44 0.75 -0.20 0.00
H -0.4056 -5.0442 0.1937 -0.02 0.97 0.63 0.00
H -1.2597 -3.4648 0.6523 0.87 -0.56 -0.55 0.00
H -2.1103 -2.9402 -2.3459 0.21 -0.44 0.13 0.00
H 0.5494 -3.6649 0.9502 -0.43 -0.26 -0.45 0.00
Cl 0.4329 -0.2813 -3.7939 0.08 -0.10 0.14 0.13
C 0.9257 -1.5675 3.3010 -0.19 -2.08 1.02 0.01
N 0.4408 -0.2309 3.4566 0.96 1.05 0.49 0.05
C 0.9507 0.6945 4.3269 -1.97 -0.03 -1.49 0.22
C 0.2215 1.8607 4.1276 -1.58 1.12 -1.42 0.23
N -0.7023 1.6077 3.0818 1.51 -0.93 1.02 -0.01
C -0.4537 0.3244 2.5912 -0.79 1.02 0.46 0.03
S -1.0509 -0.5063 1.2517 0.40 0.59 0.56 0.59
H 0.0827 -2.2068 2.9614 0.56 0.41 0.32 -0.01
H 1.7474 -1.6678 2.5935 0.06 0.36 0.02 0.00
H 1.2393 -1.9399 4.3062 -0.13 0.25 -0.87 0.01
H 1.6994 0.5308 5.0436 0.87 -0.49 0.75 0.01
H 0.2380 2.8457 4.6579 0.06 -1.15 -0.53 -0.01
H -1.1995 2.3497 2.5843 -0.04 -0.55 0.38 -0.01
```
Positions in Å, forces in eV/Å.

Results
* net charge: +3
* calculated total energy: -68302.789 eV
* molecular weight: 550.1 g/mol
* max |F|: 0.099 Eh/bohr
* spin multiplicity: 5
* gap between HOMO and LUMO (alpha / beta): 5.155 / 4.190 eV

# 5
Below is a molecular structure, C11H27ClIN2P2Ru at a distorted geometry, with properties calculated with wB97M-V/def2-TZVPD.

The geometry in XYZ format:
```
45
Properties=species:S:1:pos:R:3:forces:R:3:mulliken_spin:R:1
C 0.4406 -0.1931 -3.6685 -0.67 1.13 3.75 -0.01
I 2.5441 -0.1981 -3.7280 1.05 0.69 -0.55 0.82
H -0.5569 0.0623 -4.0336 0.46 0.46 -1.27 0.06
H 0.3322 0.1278 -2.5887 0.11 0.15 -0.92 0.05
H 0.5092 -1.2118 -3.5815 -0.77 -2.71 -0.54 0.05
Ru 0.3280 -0.0378 1.6043 -2.59 1.35 -5.86 2.31
P 0.4724 2.3561 -0.2715 0.08 1.55 -2.34 -0.06
C -0.1094 3.6859 0.8552 0.21 -0.91 -0.06 0.00
C 2.1184 2.9844 -1.0818 -0.63 -0.48 0.99 0.01
H 2.2335 4.0914 -1.0936 -0.30 -0.77 0.04 0.00
H -0.9352 3.7859 -1.9536 0.65 0.45 0.27 0.00
H 2.0282 2.5995 -2.1120 0.40 0.23 0.42 0.00
H -0.1222 2.3718 -2.6656 0.32 0.15 -0.41 -0.01
H 0.8199 3.9575 1.3562 -0.41 0.39 0.54 0.00
H 2.9736 2.5289 -0.5405 -0.41 0.31 -0.50 0.00
C -0.5989 2.7696 -1.7834 -0.40 -1.23 0.57 0.01
H -0.5917 4.5308 0.3494 0.36 -0.27 0.06 0.00
H -1.5340 2.2264 -1.7256 -0.33 -0.34 0.25 0.00
H -0.8299 3.1806 1.5149 0.30 0.48 0.18 0.01
P 0.6998 -2.3145 -0.5528 -0.19 -1.18 -2.50 0.00
C 0.1919 -3.1977 0.9233 0.08 0.39 0.72 0.01
C -0.6330 -2.8189 -1.8184 -0.70 1.82 0.96 0.01
H 1.9430 -3.1435 -2.5126 0.14 -0.19 0.40 0.00
H 1.5917 -4.5247 -1.3999 0.24 0.88 0.03 0.00
H 2.9093 -3.3246 -0.9907 -0.02 -0.34 -0.36 0.00
C 1.9269 -3.4609 -1.4557 -0.07 0.51 0.94 0.02
H -0.3756 -2.3351 -2.7776 -0.26 -1.02 0.45 -0.01
H -0.8853 -3.8716 -1.8739 0.69 -0.31 -0.21 0.00
H 0.4487 -4.2541 0.9392 -0.07 -0.04 0.06 0.00
H -0.8925 -3.0517 0.9646 0.10 -0.17 0.36 0.00
H -1.5934 -2.3633 -1.5358 0.17 0.16 0.02 0.00
H 0.6859 -2.6581 1.7607 -0.41 -0.74 -0.09 0.00
Cl 1.0609 1.2717 -5.4549 0.07 0.58 -0.68 0.99
C 0.4094 0.0316 3.4508 1.35 1.03 3.01 0.45
C -0.8955 0.2775 3.7238 1.61 -0.97 0.50 -0.05
N -1.6023 0.3509 2.5947 -0.21 0.03 -0.28 0.19
C -2.8080 -0.1699 2.9108 -0.25 -0.16 0.91 0.01
C -2.8011 -0.4366 4.2938 -1.80 -0.29 -1.01 0.14
N -1.5785 -0.1584 4.8103 0.28 1.36 -0.22 0.10
H 0.9993 0.1381 4.3004 2.10 -0.15 0.94 -0.02
H -1.1510 0.0504 0.5000 1.76 -0.27 0.84 -0.09
H 1.0883 1.3919 1.5910 0.13 -0.57 0.66 0.01
H -3.4942 -0.2289 2.0817 -0.74 -0.34 0.68 0.00
H -3.5826 -0.8148 4.9179 -0.39 0.03 0.07 0.01
H -1.1840 -0.0028 5.7575 -1.03 -0.68 -0.83 0.00
```
Positions in Å, forces in eV/Å.

Results
* net charge: +2
* calculated total energy: -56579.029 eV
* molecular weight: 512.7 g/mol
* max |F|: 0.127 Eh/bohr
* spin multiplicity: 6
* gap between HOMO and LUMO (alpha / beta): 4.687 / 3.077 eV

What is the calculated total energy in the first record?
-67077.871 eV